No. 1
87
Properties=species:S:1:pos:R:3 method="wB97M-V/def2-TZVPD" largest_force_ev_per_a=2.03 e_homo_ev="-11.60 / -11.60" mol_weight_g_mol=775.1 multiplicity=6 e_above_lowest_kj_mol=103.7 charge=+1
Fe 0.35743 -0.21993 -0.14472
O 5.42491 3.04402 5.35322
O 2.71748 4.14662 -0.45103
O 0.18587 -1.22699 -4.15428
O -0.86938 -3.30418 -4.37749
O 2.97636 4.44704 6.15097
O -0.81125 -1.63488 -8.46363
O 1.78899 -2.94115 -7.90716
O 3.24735 4.24022 1.73135
O 1.06113 -2.77512 -5.81036
O 4.35396 2.89465 3.39901
O -1.20398 -3.66157 -2.18599
O 1.49454 1.56795 0.41718
O 2.39555 4.02826 4.02746
O -0.97302 -1.70298 -6.22846
O 2.18430 2.25026 2.39276
O 0.14185 -1.05690 -1.95717
N -0.67373 0.38962 1.63777
N -2.12403 -0.92845 -0.38023
N -0.62216 1.37169 -1.17581
N 2.41722 -0.70950 -0.35877
N 0.07473 -2.21166 0.59518
C -5.19153 -2.51763 -0.37245
C 0.93722 -2.65720 -7.12690
C 3.22187 4.03036 5.05955
C -1.09202 1.55054 4.99057
C -0.07282 -1.66958 -2.98321
C 3.54772 -0.86293 -0.41774
C -4.71217 -1.09790 -0.67031
C -3.25569 -1.00257 -0.50619
C 4.98879 -0.97175 -0.55977
C -6.67066 -2.70987 -0.77284
C -2.43588 -5.19161 0.63248
C -0.17859 4.93800 -1.62373
C 4.50017 3.29735 4.64371
C -0.17026 2.71713 4.69673
C 5.51030 1.35446 0.32848
C -0.37296 -1.94123 -7.40676
C -1.44858 4.55483 -2.40041
C -0.29566 -4.46764 1.82740
C 2.68324 3.74217 0.66663
C -0.78721 -3.02432 -3.10814
C 5.69769 -0.16570 0.53606
C -1.95672 1.14521 3.78792
C -0.99992 -5.52932 0.99461
C -0.97505 2.15091 -1.93409
C -1.21481 0.70302 2.59140
C -0.11544 -3.17500 1.17596
C -1.46486 3.10166 -2.93394
C 2.06499 2.38334 1.10819
B -0.15160 -2.27050 -5.16128
B 3.04760 3.34766 2.89853
H -0.43778 -5.72628 0.07633
H 0.74622 2.33587 4.23642
H -2.87401 -5.93792 -0.03243
H -0.29634 5.96625 -1.27842
H -6.82407 -2.41858 -1.81530
H -6.96476 -3.75045 -0.67616
H -1.83625 1.73370 5.76839
H -4.60060 -3.23324 -0.94484
H -0.88552 2.98277 -3.84926
H -0.04122 4.25095 -0.79615
H -5.21257 -0.35862 -0.04693
H -2.54703 0.26267 4.05805
H -0.54216 0.66480 5.31225
H -3.08175 -5.22325 1.51269
H -2.50276 2.84554 -3.15181
H 0.23668 3.15387 5.60785
H -2.48887 -4.25012 0.08351
H -0.83500 -4.30200 2.76429
H 5.23855 -0.47902 -1.50509
H -5.11713 -2.77042 0.68561
H 6.30451 1.78361 -0.28078
H 4.50833 1.53874 -0.07394
H -0.61850 3.42443 4.00248
H -2.66737 1.88623 3.41614
H 0.62957 5.05058 -2.34555
H -7.31866 -2.03949 -0.20736
H -0.89365 -6.48756 1.50587
H 0.69227 -4.83700 2.11309
H 5.29868 -0.37608 1.52813
H 5.52555 1.96814 1.23216
H -1.58995 5.17496 -3.28692
H 6.75785 -0.39537 0.46355
H 5.33511 -2.00244 -0.59511
H -4.91289 -0.89948 -1.72573
H -2.36575 4.69529 -1.82528

No. 2
90
Properties=species:S:1:pos:R:3 method="wB97M-V/def2-TZVPD" largest_force_ev_per_a=6.44 e_homo_ev="-14.62 / -18.79" mol_weight_g_mol=714.9 multiplicity=6 e_above_lowest_kj_mol=0.0 charge=+3
Ir 0.46848 0.84829 -0.26671
P 1.84460 -0.49770 1.13882
P -1.46363 1.99707 -0.97121
O 2.24452 2.10973 -2.32363
N 0.91662 2.48254 1.15751
N -1.08187 0.05997 1.16237
N 0.19341 -0.95682 -1.22255
C -2.54320 1.92972 0.53784
C -3.00332 -1.21553 2.64812
C -0.80059 3.95326 -2.84783
C 0.42039 -1.78871 1.06862
C 0.18074 -1.99067 -0.49774
C 3.15844 -2.91934 0.46901
C -1.61001 -3.40159 -1.51964
C -2.26665 0.65607 1.32287
C 4.65893 -1.05890 1.15352
C -1.79487 -1.85843 2.36731
C -2.92095 4.38525 -1.55287
C -2.44306 0.96493 -2.21851
C -0.15038 -3.41336 -1.07273
C -0.72250 4.71226 -0.46827
C 3.26366 0.90039 3.11023
C 0.76846 -3.72023 -2.27700
C 3.52382 -0.98052 -1.04812
C -1.48310 3.82979 -1.47546
C -1.46555 0.53650 -3.33942
C -0.84454 -1.18824 1.60143
C 0.88889 0.29935 3.71231
C 2.58097 -1.52330 3.64744
C -3.63082 1.73121 -2.81964
C -0.03441 -4.50382 -0.01589
C 2.15643 -0.18980 2.98294
C -3.21857 0.06684 2.15241
C -3.06071 -0.27141 -1.55717
C 1.57477 1.60746 -1.50950
C 3.35211 -1.39500 0.42332
H 5.47579 -1.56807 0.62078
H 3.02939 1.57758 3.94658
H 1.19012 0.66957 4.70480
H 0.37950 1.12059 3.19882
H -2.33523 2.81542 1.16090
H 1.27723 3.27436 0.63211
H 1.64673 2.19977 1.81715
H 1.58969 -3.00039 -2.38018
H -3.54783 -0.87167 -2.34042
H -1.57823 -2.86253 2.72512
H -3.31753 2.53709 -3.49300
H -4.20883 1.01607 -3.42510
H -3.76709 -1.71898 3.24105
H -0.73005 -4.31737 0.81188
H 0.98108 -4.60623 0.37989
H -1.31854 3.37910 -3.62659
H 3.63784 -1.52012 3.94398
H -1.04033 -0.45458 -3.12188
H -3.61683 1.97251 0.28596
H -3.57895 4.00379 -0.76102
H -3.83094 -0.01510 -0.81815
H 0.24954 3.63202 -2.82302
H 1.99970 -1.65910 4.57014
H -0.30440 -5.47043 -0.46119
H -2.87679 5.47668 -1.43024
H 2.39619 -3.25005 -0.25076
H -3.38301 4.21479 -2.53014
H 2.38207 -2.41961 3.04679
H 4.23886 0.44773 3.32933
H -4.31426 2.11011 -2.04540
H 4.11510 -3.38334 0.17475
H 3.38524 1.51661 2.20378
H -0.85435 5.76129 -0.77389
H 0.10113 2.80134 1.68433
H 0.36111 4.53773 -0.48497
H 4.28500 -1.63477 -1.50140
H 0.17087 -0.51507 3.85757
H 3.86902 0.05787 -1.13705
H -4.13444 0.61734 2.35076
H -2.29903 -0.89382 -1.07912
H 1.19868 -4.72984 -2.20117
H -0.61029 1.22025 -3.45359
H -0.82057 5.01295 -3.14308
H -1.77932 -2.64538 -2.29377
H -1.88862 -4.37939 -1.93620
H 0.67403 -2.69449 1.61423
H 4.67200 -1.42914 2.18312
H -2.01340 0.50837 -4.29818
H 0.19161 -3.68194 -3.20969
H 2.92069 -3.30442 1.47053
H 4.88247 0.01298 1.13948
H -2.27009 -3.19504 -0.66602
H -1.12749 4.62949 0.55182
H 2.58928 -1.09981 -1.61265

No. 3
50
Properties=species:S:1:pos:R:3 method="wB97M-V/def2-TZVPD" largest_force_ev_per_a=1.09 e_homo_ev=-2.87 mol_weight_g_mol=553.3 e_above_lowest_kj_mol=13.0 charge=-1
In -1.11962 -1.06061 0.41408
S 1.51689 0.62689 -2.49034
O -0.89315 0.06829 2.53602
O -4.72949 1.82890 4.63088
O -5.57731 -0.41015 3.07364
O -1.86248 1.81300 4.68528
O -3.50018 -1.28587 1.27575
N 1.54174 -1.58524 1.28246
N 3.31637 -1.71686 -1.89754
N 1.67082 -0.24768 -1.08374
N -2.68215 0.86559 1.32332
C -4.53920 0.21227 2.86511
C 2.52313 -3.04208 2.89923
C 2.70235 -0.09206 -3.59732
C -2.53926 1.38268 3.75186
C -1.83682 3.07450 0.82330
C -4.03831 1.29193 3.78539
C 1.57063 -2.11855 2.49409
C 3.46356 -1.18559 -3.17993
C -3.61075 -0.14475 1.78373
C -3.23443 1.79112 -0.81131
C -3.04214 2.14850 0.66939
C 2.86871 0.43012 -4.86513
C 2.45629 -1.23774 -0.92223
C 3.49101 -3.41179 1.98214
C 4.37775 -1.74045 -4.06318
C -1.96399 0.74168 2.56855
C -4.31062 2.84209 1.16954
C 2.49346 -1.91476 0.39256
C 4.52510 -1.22985 -5.34814
C 3.77541 -0.14214 -5.75233
C 3.48432 -2.84268 0.72181
H 4.25439 -4.13177 2.24767
H 2.50919 -3.46700 3.89268
H -4.19990 3.19391 2.19258
H -4.52405 3.70462 0.53397
H -3.99054 1.00905 -0.90681
H -5.16516 2.16540 1.12880
H -1.97746 3.97499 0.22366
H -1.70302 3.36065 1.86824
H 5.22753 -1.69507 -6.02707
H 3.88720 0.26330 -6.74893
H -2.29645 1.41410 -1.22635
H -0.93219 2.55943 0.49124
H 2.27902 1.29006 -5.15976
H 0.78114 -1.78458 3.16159
H 4.98247 -2.58095 -3.73974
H 4.26416 -3.11534 0.02252
H 3.85848 -2.53270 -1.68540
H -3.55244 2.66321 -1.38582

No. 4
15
Properties=species:S:1:pos:R:3 method="wB97M-V/def2-TZVPD" largest_force_ev_per_a=4.69 e_homo_ev=-15.90 mol_weight_g_mol=94.1 e_above_lowest_kj_mol=606.9 charge=+1
N -1.25437 1.92903 -0.07304
C -0.29641 1.35149 0.22951
C 2.06422 0.60097 -0.20265
C 0.05018 -0.84464 -0.02917
C 0.77173 0.36695 0.54676
C -1.27059 -0.43118 -0.03565
C -2.52210 -0.58795 -0.02731
H 2.06598 0.37215 -1.31390
H 2.50170 1.63328 -0.30150
H 2.74731 -0.16699 0.16007
H -2.96828 -1.44715 0.40656
H -3.47041 0.04415 -0.29368
H 1.02528 0.19779 1.55505
H 0.33909 -1.87121 0.53326
H 0.21668 -1.14669 -1.15431

No. 5
47
Properties=species:S:1:pos:R:3 method="wB97M-V/def2-TZVPD" largest_force_ev_per_a=3.18 e_homo_ev="-11.01 / -12.22" mol_weight_g_mol=577.3 multiplicity=3 charge=+1
Pt 0.74252 0.16599 0.57566
P -0.90739 0.42704 2.13870
P 1.84112 0.26540 -1.39041
F 2.06123 -1.19532 3.61036
F 3.26809 -1.46406 1.06491
F 1.52030 -2.67212 0.42359
F 2.52428 -3.19989 2.90207
F 0.46091 -2.52101 2.93697
O -0.92731 2.31584 -2.34110
O -0.14783 3.09878 -0.28465
N -0.87138 -0.73764 -0.57416
C 0.34644 0.05324 -2.49625
C 2.62507 1.85161 -1.81483
C 2.96132 -1.04713 -1.93008
C -1.80793 -1.29614 -2.66973
C -0.67981 0.41281 3.90567
C -1.95998 -1.17085 0.09467
C -2.84987 -1.95578 -1.99589
C 1.89669 -1.59640 1.21552
C -1.99752 -0.94930 1.60695
C -1.97852 1.89924 1.73484
C 1.74060 -2.12250 2.68013
C -0.73440 -0.78976 -1.91764
C -2.94695 -1.87787 -0.60112
H -1.67909 -1.36235 -3.75628
H 3.81885 -0.92489 -1.26983
H 2.82301 1.94893 -2.89946
H -0.57758 2.78648 -3.11874
H 0.22508 2.10041 0.02838
H 2.03155 2.71307 -1.44610
H 3.17568 -0.94512 -2.99527
H -0.51301 2.80374 -1.56467
H -1.46105 2.78553 2.12737
H -0.10834 1.03608 -2.27826
H -2.97308 1.77638 2.20081
H 2.47726 -1.99907 -1.72550
H -0.18274 -0.50347 4.17922
H -1.63933 0.48935 4.39540
H -0.02921 1.24306 4.14594
H 0.38223 3.98675 -0.20525
H -3.64144 -2.47788 -2.56564
H 0.59262 -0.32593 -3.50923
H -2.03990 2.02909 0.63874
H -3.03524 -0.72586 1.90635
H -1.62979 -1.84951 2.13585
H -3.78646 -2.29845 -0.02442
H 3.59030 1.81949 -1.27359

No. 6
14
Properties=species:S:1:pos:R:3 method="wB97M-V/def2-TZVPD" largest_force_ev_per_a=4.80 e_homo_ev="-8.67 / -9.26" mol_weight_g_mol=118.6 e_above_lowest_kj_mol=523.1
Cl 3.96388 0.62864 -0.31772
N -0.73892 0.63251 0.17577
N 0.53310 -1.55306 0.09037
C -0.60007 -0.71100 0.29471
C -2.06472 1.08546 -0.28369
C 2.20811 0.22860 -0.04497
C 1.83296 -1.09147 -0.06133
H 2.51453 -1.82327 -0.21169
H -2.83620 0.25325 -0.47054
H 1.58040 0.93888 0.41795
H -1.52348 -1.21903 -0.15963
H -2.33288 1.92649 0.42439
H -1.86827 1.61127 -1.18151
H -0.66844 -0.90728 1.32789

No. 7
17
Properties=species:S:1:pos:R:3 method="wB97M-V/def2-TZVPD" largest_force_ev_per_a=2.84 e_homo_ev=-7.62 mol_weight_g_mol=158.0 e_above_lowest_kj_mol=0.0
S 0.60516 -1.84255 1.87651
O 1.59332 1.50373 0.03977
O 0.37881 2.55695 -1.73123
O 1.11136 0.33290 -2.02113
C 1.52477 0.43393 0.81455
C -1.67827 -1.51451 0.57122
C 0.48844 -0.35113 0.90473
C -1.07786 -2.24775 1.53435
C -0.91985 -0.25731 0.24518
B 1.01450 1.45503 -1.19486
H -2.72594 -1.50322 0.27203
H 0.95707 0.56763 -2.99536
H -1.55309 -3.13355 1.84988
H -0.03822 3.12869 -1.12513
H -0.76530 0.01676 -0.88591
H -1.41463 0.67290 0.61594
H 2.49973 0.18148 1.22946

No. 8
128
Properties=species:S:1:pos:R:3 method="wB97M-V/def2-TZVPD" largest_force_ev_per_a=1.09 e_homo_ev=-4.29 mol_weight_g_mol=937.1 charge=-1
Nb -0.56088 0.75603 -4.03369
S -5.69497 -1.81442 -0.59209
S -4.02637 0.09045 -2.18024
P 1.66189 -0.46330 -3.61311
N 1.43686 -0.72637 3.82432
N 3.31408 3.65709 2.17256
N 5.49770 -1.50369 -5.37006
N 4.89631 0.53458 -0.56859
N -2.69222 1.97683 -6.66728
N 0.70434 3.03815 6.25017
N -9.77329 -5.33892 -3.20356
N -7.54707 -0.01032 8.11777
N -4.33621 -5.78430 -0.82745
N -3.19013 1.83215 5.05560
N 4.34074 6.31555 -0.73714
N 8.21441 2.68838 3.58858
N 0.08606 3.56852 -0.54270
N 6.45720 0.51072 6.07291
N -3.17991 -1.37184 0.03826
C 5.97106 1.41494 5.54523
C -3.35800 -6.33871 -0.57470
C 2.03960 -1.51740 -5.09338
C 0.15050 2.28344 6.92100
C 5.42537 2.58332 4.87139
C 1.74100 -1.09138 1.26395
C -7.59658 -4.71805 -1.90523
C 8.83410 1.84512 4.07104
C -0.47276 1.30619 7.79991
C 1.00331 2.65256 2.86587
C 2.62110 3.54066 -1.15495
C -3.85003 -1.06954 -3.57027
C -5.18442 0.62408 9.02540
C 5.19451 -2.41232 -7.79355
C 1.60174 -0.89710 2.69564
C -4.22229 1.34091 4.90137
C 5.22989 0.74662 -1.65063
C 9.61096 0.79157 4.70527
C -2.18259 -0.28163 0.20824
C 1.61933 -1.62031 -2.16077
C -1.38407 -3.08663 0.53488
C -2.11986 -7.04037 -0.26701
C -2.01678 0.11820 1.67158
C -2.48167 -1.72042 -3.78177
C -4.26375 -1.08436 -0.82849
C 2.50327 6.83334 1.03923
C 2.29767 3.20686 2.48711
C -8.81189 -5.05791 -2.63161
C -3.73393 4.32869 -7.09210
C -6.50731 0.26675 8.53091
C -2.59030 -2.68914 -0.32391
C -5.51441 0.70082 4.70021
C 5.40265 -1.90141 -6.44712
C -1.63081 -1.06466 -4.88780
C -3.14096 3.01642 -6.87891
C 3.53448 6.57392 0.04584
C 1.20392 3.55486 -0.83217
C 5.67001 1.02072 -3.01021
C 1.01347 -3.00584 -2.40441
H 5.23371 2.36520 3.82210
H 0.31260 0.78550 8.34574
H 1.11522 1.60962 3.17004
H -2.98908 0.39746 2.09752
H 1.31307 -2.05171 0.97856
H -5.47924 -0.31777 5.08388
H 5.75885 2.09646 -3.15648
H 2.63295 -1.72751 -1.74827
H 0.05623 2.42847 -3.53375
H 10.60776 1.15716 4.94593
H -2.31454 -2.70643 -1.38456
H -6.28527 1.25353 5.23532
H 2.45377 -2.48727 -4.80439
H -2.23829 1.44005 -3.97326
H -4.65070 -1.81038 -3.47139
H -2.51069 0.59323 -0.35455
H 4.93727 0.61549 -3.70824
H 0.58185 3.21761 3.69383
H 6.63174 0.54474 -3.19061
H -1.60845 -0.68309 2.29190
H 4.18627 -2.81677 -7.87274
H -2.26783 -7.69498 0.59019
H 2.78620 -1.04891 0.96742
H 4.49264 2.89578 5.33942
H -2.63976 -2.78815 -3.99950
H -3.69933 4.89885 -6.16511
H 1.34769 -3.72964 -1.64848
H -0.08055 -2.96248 -2.36178
H -1.81119 -7.63659 -1.12397
H -3.18398 4.86962 -7.86065
H 3.18211 3.68983 -0.23242
H -3.38866 -3.42400 -0.19611
H 2.88999 2.58501 -1.60540
H -1.33573 -6.32088 -0.03570
H 2.52123 7.88040 1.33738
H 1.21195 -0.30041 0.73265
H 2.68488 6.19764 1.90472
H -0.00084 1.25876 -5.73460
H -0.87356 -1.80323 -5.19387
H 5.91648 -3.19758 -8.01100
H -7.38540 -5.47724 -1.15480
H 9.10280 0.47575 5.61606
H -1.05089 0.58934 7.21930
H -2.27574 -0.83105 -5.74553
H 5.31041 -1.60777 -8.51773
H 1.52563 6.59065 0.62289
H -1.13232 1.81328 8.50244
H -1.25101 -2.42793 1.39027
H -1.93421 -1.66170 -2.83176
H 1.28443 -3.41187 -3.38244
H 1.16727 -1.62053 -5.74341
H -0.78418 0.44843 -2.21997
H -4.09994 -0.43185 -4.42776
H 2.82267 -0.98796 -5.64564
H 9.69278 -0.06119 4.03338
H -5.76118 0.66780 3.64022
H -4.94989 0.04154 9.91463
H -1.50398 -4.10871 0.90904
H -7.70774 -3.75259 -1.41571
H -4.77136 4.22209 -7.40512
H -6.75085 -4.66303 -2.58786
H -4.43722 0.42342 8.25845
H -5.15679 1.68357 9.27431
H -1.35293 0.98638 1.76526
H -1.22193 -0.56127 -0.24332
H 1.01765 -1.08358 -1.41967
H 2.85875 4.34349 -1.84957
H 6.15585 3.38732 4.92764
H 0.32922 2.69325 2.00632
H -0.45074 -3.05867 -0.03908